[1]
This record from OMol25 describes a cluster of 2 separate species, C2H9N2O in total. The level of theory is ωB97M-V/def2-TZVPD.

The value obtained for the energy is -266.09376 Ha. The value obtained for the relative energy (zero: lowest compared OMol25 entry of this formula, charge and spin) is 36.34 kcal/mol. As for the total charge: +1. The value obtained for the HOMO-LUMO gap is 9.997 eV. The value obtained for the HOMO energy is -13.22 eV.

XYZ file:
```
14
Properties=species:S:1:pos:R:3:forces:R:3
C 0.369 -0.956 -0.353 0.264 0.296 0.202
C -0.799 -0.505 -0.813 -0.220 -0.343 -0.230
N -1.352 -0.842 -2.019 0.788 0.449 -0.183
N 0.724 -0.691 1.061 0.468 0.132 -0.159
H 1.120 -1.495 -0.901 -0.086 -0.237 -0.066
H -1.417 0.123 -0.185 -0.190 -0.127 0.190
H -2.114 -0.267 -2.339 -0.039 0.027 -0.007
H -0.674 -1.043 -2.752 -0.446 -0.194 0.151
H 0.550 0.289 1.324 -0.119 0.154 0.268
H 1.732 -0.796 1.234 -0.281 -0.153 -0.203
H 0.236 -1.333 1.683 0.017 0.081 0.186
H 0.808 3.031 1.845 0.436 -0.264 0.319
H 0.021 2.311 0.823 0.310 -0.093 -0.091
O 0.797 2.175 1.392 -0.902 0.270 -0.377
```
Forces are in eV/Å.

***

[2]
This record from OMol25 describes a cluster of 2 separate species, C2H9N2O in total. The level of theory is ωB97M-V/def2-TZVPD.

The value obtained for the energy is -266.09848 Ha. The value obtained for the relative energy (zero: lowest compared OMol25 entry of this formula, charge and spin) is 33.38 kcal/mol. As for the total charge: +1. The value obtained for the HOMO-LUMO gap is 11.552 eV. The value obtained for the HOMO energy is -14.74 eV.

XYZ file:
```
14
Properties=species:S:1:pos:R:3:forces:R:3
C 1.051 -1.257 -1.107 1.644 1.265 -2.268
C 0.050 -0.657 1.016 0.794 0.942 0.157
N -0.574 0.204 1.771 -0.877 2.739 -1.075
N 0.570 -0.334 -0.139 -3.171 1.544 1.659
O -1.220 1.722 -0.398 0.554 1.798 0.696
H 1.205 -2.306 -0.850 0.247 0.463 0.840
H 0.371 -1.302 -1.965 0.151 0.259 0.057
H 1.982 -0.671 -1.394 -0.655 -1.798 -0.441
H 0.185 -1.574 1.489 0.594 -1.864 0.163
H -0.830 1.128 1.343 0.337 -1.428 0.684
H -0.581 0.188 2.759 -0.160 -0.685 0.918
H -2.091 1.760 -0.735 -1.928 -1.158 -1.193
H 0.170 0.647 -0.402 1.368 -2.170 -0.343
H -1.247 2.656 -0.128 1.103 0.093 0.146
```
Forces are in eV/Å.

***

[3]
This record from OMol25 describes a cluster of 2 separate species, C2H9N2O2 in total. The level of theory is ωB97M-V/def2-TZVPD.

The value obtained for the energy is -341.37054 Ha. The value obtained for the relative energy (zero: lowest compared OMol25 entry of this formula, charge and spin) is 18.57 kcal/mol. As for the total charge: +1. The value obtained for the HOMO-LUMO gap is 11.224 eV. The value obtained for the HOMO energy is -14.72 eV.

XYZ file:
```
15
Properties=species:S:1:pos:R:3:forces:R:3
N -1.072 -0.435 -1.917 0.587 2.124 0.108
C -0.159 -0.030 -0.780 0.534 0.426 -0.880
C -0.841 -0.531 0.466 -0.446 -0.292 0.779
N -0.129 -0.564 1.585 0.588 -0.298 -0.265
O -2.020 -0.838 0.371 -0.180 -0.015 -0.243
H -1.168 0.392 -2.508 -0.008 -0.146 -0.277
H -0.731 -1.174 -2.524 -0.404 -0.577 0.389
H -1.983 -0.506 -1.407 -0.093 -1.217 -0.051
H -0.118 1.053 -0.801 -0.210 0.234 0.326
H 0.881 -0.304 -0.940 -0.165 -0.565 -0.012
H 0.853 -0.338 1.535 -0.207 0.223 0.232
H -0.468 -1.029 2.411 -0.298 0.117 -0.013
H 2.701 0.778 1.526 0.883 -0.668 0.093
H 2.250 2.165 1.724 -0.277 0.348 -0.034
O 2.004 1.359 1.259 -0.305 0.308 -0.152
```
Forces are in eV/Å.

***

[4]
This record from OMol25 describes a structure of composition C2H9N2P3. The level of theory is ωB97M-V/def2-TZVPD.

The value obtained for the energy is -1215.04343 Ha. The value obtained for the relative energy (zero: lowest compared OMol25 entry of this formula, charge and spin) is 34.67 kcal/mol. The value obtained for the HOMO-LUMO gap is 7.409 eV. The value obtained for the HOMO energy is -8.57 eV.

XYZ file:
```
16
Properties=species:S:1:pos:R:3:forces:R:3
C -2.371 -0.458 -0.967 1.540 0.378 0.830
C -1.796 0.363 0.273 1.146 -2.590 0.152
N 2.806 -1.882 0.098 1.207 -1.027 2.061
N 0.961 0.827 0.108 -1.742 0.906 -0.835
P 1.398 -1.363 -0.280 -1.129 -0.531 1.226
P 2.314 1.888 -0.301 -0.426 -1.133 -2.466
P -0.439 1.484 -0.324 0.098 -0.426 0.763
H -3.146 -1.190 -0.664 0.598 0.474 -0.281
H -2.774 0.396 -1.451 -1.042 0.074 -1.468
H -1.551 -0.893 -1.613 -1.032 0.210 0.831
H -1.443 -0.350 1.082 -0.236 1.029 -0.784
H -2.630 0.937 0.635 -0.160 0.531 0.360
H 2.999 -2.245 1.098 -0.473 1.037 -2.133
H 0.590 -1.486 1.011 0.378 -0.020 -1.133
H 3.041 1.266 0.615 1.995 -1.309 1.111
H 2.040 2.709 0.682 -0.724 2.398 1.765
```
Forces are in eV/Å.